1.
{"formula": "C52H65N13", "method": "wB97M-V/def2-TZVPD", "gap_ev": 8.480, "spin_multiplicity": 1, "homo_ev": -7.89, "species": ["N", "C", "C", "C", "C", "H", "H", "H", "H", "H", "N", "C", "C", "C", "C", "H", "H", "H", "H", "H", "N", "C", "C", "C", "C", "H", "H", "H", "H", "H", "N", "C", "C", "C", "C", "H", "H", "H", "H", "H", "N", "C", "C", "C", "C", "H", "H", "H", "H", "H", "N", "C", "C", "C", "C", "H", "H", "H", "H", "H", "N", "C", "C", "C", "C", "H", "H", "H", "H", "H", "N", "C", "C", "C", "C", "H", "H", "H", "H", "H", "N", "C", "C", "C", "C", "H", "H", "H", "H", "H", "N", "C", "C", "C", "C", "H", "H", "H", "H", "H", "N", "C", "C", "C", "C", "H", "H", "H", "H", "H", "N", "C", "C", "C", "C", "H", "H", "H", "H", "H", "N", "C", "C", "C", "C", "H", "H", "H", "H", "H"], "coordinates": [[3.289, 3.446, 1.225], [4.562, 4.133, 1.276], [5.502, 3.202, 1.542], [4.811, 1.865, 1.792], [3.502, 2.137, 1.668], [2.381, 3.922, 1.217], [4.543, 5.194, 1.188], [6.475, 3.395, 1.699], [5.133, 0.816, 2.049], [2.648, 1.360, 1.681], [1.618, 2.006, -5.272], [0.787, 2.292, -4.214], [0.432, 3.599, -4.191], [1.100, 4.171, -5.348], [1.848, 3.212, -5.999], [1.952, 1.032, -5.741], [0.676, 1.472, -3.605], [-0.166, 3.903, -3.556], [1.001, 5.232, -5.646], [2.545, 3.146, -6.701], [5.489, -2.135, 2.676], [4.437, -2.743, 1.940], [5.100, -3.053, 0.805], [6.540, -2.750, 0.934], [6.689, -2.108, 2.049], [5.387, -1.660, 3.453], [3.364, -3.014, 2.277], [4.756, -3.646, 0.026], [7.368, -3.117, 0.324], [7.375, -1.697, 2.633], [-5.322, 2.386, 1.299], [-5.153, 1.145, 1.739], [-4.848, 0.385, 0.648], [-4.935, 1.274, -0.544], [-5.157, 2.555, -0.005], [-5.600, 3.098, 1.946], [-5.469, 0.995, 2.783], [-4.698, -0.920, 0.660], [-4.778, 1.062, -1.488], [-5.269, 3.494, -0.391], [0.611, -0.385, -0.490], [0.440, -0.937, 0.775], [-0.903, -1.134, 0.890], [-1.544, -0.662, -0.391], [-0.560, -0.086, -1.032], [1.594, -0.309, -1.008], [1.426, -1.115, 1.290], [-1.437, -1.429, 1.851], [-2.675, -0.369, -0.627], [-0.476, 0.207, -2.057], [-3.057, 3.018, -3.806], [-3.413, 4.237, -4.235], [-3.181, 5.129, -3.192], [-2.629, 4.378, -2.137], [-2.618, 3.029, -2.494], [-3.216, 2.205, -4.382], [-4.017, 4.535, -5.159], [-3.415, 6.100, -3.236], [-2.148, 4.777, -1.090], [-2.299, 2.237, -2.012], [1.000, 0.470, 6.358], [0.641, -0.918, 6.541], [0.189, -1.200, 5.263], [0.075, -0.038, 4.335], [0.675, 0.935, 5.099], [1.370, 1.051, 7.146], [0.983, -1.561, 7.194], [0.045, -2.248, 4.790], [-0.454, 0.174, 3.442], [0.664, 2.127, 5.050], [-0.877, -4.512, 3.102], [0.041, -4.620, 2.149], [1.129, -5.090, 2.689], [0.870, -5.492, 4.082], [-0.469, -5.125, 4.333], [-1.752, -4.011, 2.985], [-0.247, -4.079, 1.219], [1.968, -5.187, 2.285], [1.412, -6.021, 4.879], [-1.207, -5.185, 4.994], [0.891, 4.765, 0.486], [0.555, 3.537, -0.014], [-0.337, 2.893, 0.794], [-0.475, 3.849, 1.996], [0.236, 4.986, 1.626], [1.120, 5.612, 0.064], [0.739, 3.296, -0.997], [-0.836, 1.875, 0.625], [-1.167, 3.687, 2.779], [0.264, 5.965, 2.100], [-4.078, -4.339, 2.590], [-3.727, -2.996, 2.430], [-3.735, -2.423, 3.624], [-4.028, -3.459, 4.600], [-4.279, -4.635, 3.973], [-4.214, -5.049, 1.869], [-3.542, -2.745, 1.336], [-3.462, -1.288, 3.685], [-3.989, -3.477, 5.509], [-4.507, -5.616, 4.295], [3.596, 0.834, -1.196], [3.036, 0.938, -2.357], [2.720, -0.289, -2.897], [3.223, -1.289, -1.780], [3.747, -0.533, -0.785], [3.787, 1.620, -0.629], [2.820, 2.018, -2.948], [2.265, -0.709, -3.736], [3.491, -2.382, -1.741], [4.065, -0.944, 0.124], [-4.346, 0.958, -5.327], [-3.294, 1.232, -6.213], [-2.241, 0.528, -5.703], [-2.712, -0.383, -4.607], [-4.024, -0.044, -4.345], [-5.397, 1.384, -5.315], [-3.318, 1.856, -7.050], [-1.270, 0.591, -6.079], [-2.133, -1.091, -4.028], [-4.558, -0.395, -3.463], [0.311, -3.112, -1.289], [-0.284, -3.618, -2.356], [0.267, -4.805, -2.599], [1.546, -4.921, -1.806], [1.388, -3.944, -0.826], [0.171, -2.158, -0.735], [-1.175, -3.091, -2.465], [-0.061, -5.643, -3.431], [2.236, -5.439, -1.937], [2.258, -3.587, -0.074]], "lowdin_charge": [0.02, -0.10, -0.08, -0.09, -0.20, 0.07, 0.09, 0.04, 0.10, 0.14, -0.01, -0.20, -0.06, -0.08, -0.10, 0.22, 0.06, -0.01, 0.10, 0.05, 0.02, -0.08, -0.14, -0.08, -0.15, 0.07, 0.14, 0.06, 0.10, 0.08, -0.03, -0.18, -0.11, -0.07, -0.11, 0.15, 0.12, 0.15, 0.00, 0.09, -0.02, -0.15, -0.10, -0.09, -0.26, 0.13, 0.14, 0.09, 0.12, 0.11, 0.02, -0.14, -0.12, -0.12, -0.11, 0.06, 0.13, 0.04, 0.14, 0.04, -0.04, -0.07, -0.11, -0.09, -0.18, 0.15, 0.04, 0.10, 0.05, 0.15, 0.01, -0.18, -0.12, -0.05, -0.07, 0.09, 0.12, 0.00, 0.09, 0.05, -0.03, -0.18, -0.03, -0.04, -0.17, 0.14, 0.08, 0.11, 0.06, 0.12, 0.00, -0.21, -0.10, -0.08, -0.08, 0.15, 0.13, 0.14, 0.00, 0.10, 0.03, -0.22, -0.06, -0.09, -0.12, 0.09, 0.18, 0.06, 0.10, 0.06, -0.06, -0.14, -0.09, -0.07, -0.12, 0.22, 0.10, 0.07, 0.08, 0.10, -0.01, -0.21, -0.10, -0.04, -0.12, 0.11, 0.09, 0.14, -0.04, 0.13]}

***

2.
{"formula": "C52H65N13", "method": "wB97M-V/def2-TZVPD", "gap_ev": 8.467, "spin_multiplicity": 1, "homo_ev": -7.93, "species": ["N", "C", "C", "C", "C", "H", "H", "H", "H", "H", "N", "C", "C", "C", "C", "H", "H", "H", "H", "H", "N", "C", "C", "C", "C", "H", "H", "H", "H", "H", "N", "C", "C", "C", "C", "H", "H", "H", "H", "H", "N", "C", "C", "C", "C", "H", "H", "H", "H", "H", "N", "C", "C", "C", "C", "H", "H", "H", "H", "H", "N", "C", "C", "C", "C", "H", "H", "H", "H", "H", "N", "C", "C", "C", "C", "H", "H", "H", "H", "H", "N", "C", "C", "C", "C", "H", "H", "H", "H", "H", "N", "C", "C", "C", "C", "H", "H", "H", "H", "H", "N", "C", "C", "C", "C", "H", "H", "H", "H", "H", "N", "C", "C", "C", "C", "H", "H", "H", "H", "H", "N", "C", "C", "C", "C", "H", "H", "H", "H", "H"], "coordinates": [[26.716, -55.020, -24.946], [26.961, -53.937, -25.803], [27.833, -54.517, -26.806], [27.953, -55.960, -26.381], [27.331, -56.185, -25.227], [26.273, -54.829, -24.093], [26.500, -52.874, -25.651], [28.071, -53.891, -27.645], [28.408, -56.989, -26.848], [27.263, -57.006, -24.689], [25.941, -52.836, -31.042], [27.247, -52.956, -31.425], [27.257, -53.661, -32.581], [25.820, -54.052, -32.903], [25.021, -53.355, -31.984], [25.806, -51.961, -30.321], [28.068, -52.610, -30.902], [27.991, -53.935, -33.070], [25.578, -54.435, -33.700], [24.134, -52.933, -32.003], [24.213, -49.771, -35.175], [24.134, -48.362, -35.326], [25.156, -47.901, -34.588], [25.820, -49.092, -33.842], [25.141, -50.215, -34.161], [23.719, -50.199, -35.978], [23.563, -47.798, -36.069], [25.129, -46.775, -34.515], [26.525, -48.970, -33.104], [25.211, -51.203, -34.017], [33.123, -48.864, -30.014], [33.035, -47.948, -29.069], [32.128, -48.352, -28.257], [31.422, -49.657, -28.767], [32.131, -49.960, -29.903], [33.599, -48.976, -30.782], [33.556, -47.087, -29.104], [31.633, -47.915, -27.349], [30.493, -50.203, -28.302], [31.985, -50.726, -30.604], [30.797, -47.441, -31.536], [29.422, -47.359, -31.551], [29.089, -47.124, -32.843], [30.324, -46.602, -33.566], [31.368, -47.063, -32.706], [31.322, -48.055, -30.770], [28.947, -47.725, -30.699], [28.010, -47.005, -33.247], [30.472, -46.194, -34.510], [32.519, -47.111, -32.658], [27.415, -45.887, -27.468], [28.401, -46.674, -27.926], [29.385, -45.845, -28.073], [28.903, -44.420, -28.023], [27.575, -44.540, -27.716], [26.389, -46.293, -27.334], [28.136, -47.723, -27.882], [30.298, -46.010, -28.458], [29.452, -43.514, -28.220], [26.862, -43.733, -27.714], [28.967, -51.848, -24.363], [29.082, -51.410, -25.584], [28.596, -50.156, -25.735], [28.106, -49.732, -24.342], [28.287, -50.857, -23.584], [29.304, -52.669, -23.920], [29.667, -52.118, -26.243], [28.613, -49.529, -26.629], [27.668, -48.795, -24.370], [28.415, -50.818, -22.440], [20.231, -49.618, -26.529], [21.000, -50.754, -26.628], [20.353, -51.730, -27.388], [19.072, -51.070, -27.836], [19.098, -49.819, -27.299], [20.382, -48.937, -25.985], [22.123, -50.920, -26.136], [20.665, -52.776, -27.469], [18.250, -51.342, -28.666], [18.483, -48.796, -27.441], [23.919, -51.190, -22.875], [24.568, -51.753, -23.964], [23.772, -52.566, -24.672], [22.353, -52.400, -23.929], [22.561, -51.728, -22.844], [24.180, -50.479, -22.150], [25.504, -51.553, -24.338], [24.114, -53.028, -25.618], [21.355, -52.784, -24.352], [21.889, -51.322, -21.977], [21.346, -49.936, -29.663], [21.959, -48.697, -29.695], [22.571, -48.562, -30.910], [22.251, -49.896, -31.646], [21.395, -50.651, -30.856], [20.741, -50.288, -28.858], [21.981, -48.131, -28.904], [23.186, -47.626, -31.270], [22.811, -50.023, -32.633], [20.955, -51.625, -30.943], [24.716, -48.292, -27.324], [24.422, -47.055, -27.725], [24.378, -46.356, -26.569], [24.831, -47.135, -25.456], [24.946, -48.477, -26.032], [24.860, -49.189, -28.044], [24.031, -46.627, -28.754], [24.176, -45.326, -26.368], [24.998, -46.861, -24.390], [25.218, -49.527, -25.700], [25.721, -44.083, -30.451], [24.499, -44.214, -31.025], [24.501, -45.372, -31.771], [25.855, -45.952, -31.549], [26.507, -45.259, -30.596], [26.071, -43.336, -29.873], [23.745, -43.586, -31.068], [23.548, -45.301, -32.411], [26.446, -46.773, -31.859], [27.491, -45.335, -30.352], [24.660, -50.420, -29.405], [25.086, -51.350, -28.343], [26.414, -51.097, -28.263], [26.835, -50.023, -29.335], [25.714, -49.697, -29.970], [23.646, -50.539, -29.691], [24.293, -51.727, -27.802], [27.124, -51.613, -27.555], [27.980, -49.743, -29.502], [25.550, -49.096, -30.749]], "lowdin_charge": [-0.02, -0.11, -0.06, -0.12, -0.17, 0.12, 0.11, 0.06, 0.14, 0.07, 0.00, -0.15, -0.04, -0.02, -0.08, 0.14, 0.08, -0.01, -0.02, 0.04, -0.03, -0.16, -0.10, -0.06, -0.09, 0.14, 0.11, 0.10, 0.03, 0.05, 0.01, -0.19, -0.10, -0.05, -0.08, 0.07, 0.10, 0.11, 0.11, 0.09, -0.04, -0.16, -0.09, -0.05, -0.16, 0.14, 0.07, 0.10, 0.05, 0.12, 0.00, -0.17, -0.12, -0.06, -0.16, 0.13, 0.10, 0.04, 0.08, 0.10, 0.01, -0.25, -0.08, -0.06, -0.14, 0.14, 0.14, 0.06, 0.06, 0.13, 0.05, -0.16, -0.11, -0.13, -0.17, 0.05, 0.16, 0.10, 0.15, 0.17, 0.01, -0.21, -0.07, -0.12, -0.17, 0.16, 0.05, 0.08, 0.11, 0.14, -0.02, -0.16, -0.08, -0.09, -0.12, 0.08, 0.04, 0.10, 0.09, 0.10, -0.03, -0.19, -0.19, -0.08, -0.12, 0.15, 0.16, 0.09, 0.09, 0.11, 0.03, -0.16, -0.10, -0.10, -0.10, 0.13, 0.06, 0.12, 0.04, 0.07, -0.03, -0.09, -0.09, -0.06, -0.16, 0.13, 0.08, 0.07, 0.13, 0.06]}

***

Winner for stability: 1

***

1.
{"formula": "C2H4OS", "method": "wB97M-V/def2-TZVPD", "gap_ev": [9.404, 9.405], "spin_multiplicity": 1, "homo_ev": [-9.17, -9.17], "species": ["C", "C", "O", "S", "H", "H", "H", "H"], "coordinates": [[-0.463, -0.563, -0.230], [-0.002, 0.366, 0.838], [-0.114, -1.539, 0.666], [1.606, 0.887, 1.037], [-1.534, -0.502, -0.464], [0.139, -0.542, -1.149], [-0.641, 0.536, 1.687], [2.031, 0.593, -0.200]], "lowdin_charge": [-0.42, -0.45, -0.14, 0.84, 0.11, 0.10, 0.07, -0.10]}

***

2.
{"formula": "C2H4OS", "method": "wB97M-V/def2-TZVPD", "gap_ev": [6.959, 6.908], "spin_multiplicity": 1, "homo_ev": [-8.34, -8.27], "species": ["C", "C", "O", "S", "H", "H", "H", "H"], "coordinates": [[0.818, 0.814, 0.380], [-1.001, -0.560, -0.090], [-0.179, 0.606, -0.310], [3.178, 1.076, -0.815], [0.892, 0.264, 1.332], [-0.532, -1.345, 0.463], [-1.195, -0.815, -1.155], [-1.981, -0.041, 0.194]], "lowdin_charge": [-0.16, -0.02, -0.15, -0.05, 0.05, 0.09, 0.11, 0.13]}

***

3.
{"formula": "C2H4OS", "method": "wB97M-V/def2-TZVPD", "gap_ev": 8.494, "spin_multiplicity": 1, "homo_ev": -8.21, "species": ["C", "C", "O", "S", "H", "H", "H", "H"], "coordinates": [[0.809, 0.047, 0.371], [-0.592, -0.299, 0.114], [-1.169, -0.530, -1.012], [0.216, 1.812, 0.006], [0.924, 0.054, 1.487], [1.538, -0.377, -0.245], [-1.171, -0.023, 0.955], [-0.555, -0.684, -1.676]], "lowdin_charge": [-0.50, -0.39, 0.08, 0.50, 0.08, 0.05, 0.09, 0.09]}

***

Winner for stability: 3

***

1.
{"formula": "C2H4OS", "method": "wB97M-V/def2-TZVPD", "gap_ev": [7.593, 7.539], "spin_multiplicity": 1, "homo_ev": [-8.42, -8.41], "species": ["C", "C", "O", "S", "H", "H", "H", "H"], "coordinates": [[-2.694, 0.139, 0.708], [0.530, -0.764, 0.342], [-3.799, 0.096, 0.412], [-0.860, -1.229, -0.651], [-2.080, 0.512, 1.669], [1.029, 0.218, 0.149], [1.377, -1.453, 0.193], [0.437, -0.691, 1.439]], "lowdin_charge": [-0.16, -0.66, 0.09, 0.52, 0.13, 0.03, 0.02, 0.02]}

***

2.
{"formula": "C2H4OS", "method": "wB97M-V/def2-TZVPD", "gap_ev": 9.241, "spin_multiplicity": 1, "homo_ev": -9.04, "species": ["C", "C", "O", "S", "H", "H", "H", "H"], "coordinates": [[-1.022, 0.136, 0.637], [-0.102, 0.030, -0.471], [-0.779, 1.167, -0.318], [2.168, 0.074, 0.113], [-1.997, -0.333, 0.575], [-0.636, 0.329, 1.628], [-0.113, -0.570, -1.360], [2.479, -0.834, -0.803]], "lowdin_charge": [-0.13, -0.35, -0.02, 0.45, 0.11, 0.11, 0.10, -0.27]}

***

Winner for stability: 2

***

1.
{"formula": "C2H4OS", "method": "wB97M-V/def2-TZVPD", "smiles": "CC(O)=S", "gap_ev": 9.392, "spin_multiplicity": 1, "homo_ev": -8.84, "species": ["C", "C", "O", "S", "H", "H", "H", "H"], "coordinates": [[-0.453, -0.697, 0.030], [0.792, 0.199, 0.049], [0.371, 1.477, -0.005], [2.346, 0.011, 0.015], [-1.070, -0.216, -0.783], [-0.262, -1.733, -0.238], [-1.100, -0.400, 0.915], [-0.625, 1.359, 0.017]], "lowdin_charge": [-0.08, -1.00, -0.08, 0.77, 0.09, 0.08, 0.11, 0.11]}

***

2.
{"formula": "C2H4OS", "method": "wB97M-V/def2-TZVPD", "smiles": "COC=S", "gap_ev": 9.301, "spin_multiplicity": 1, "homo_ev": -8.84, "species": ["C", "O", "C", "S", "H", "H", "H", "H"], "coordinates": [[-1.134, -0.220, -0.069], [0.258, -0.755, 0.167], [1.320, 0.082, 0.199], [2.816, -0.326, -0.031], [-1.048, 0.948, -0.571], [-1.641, 0.016, 0.941], [-1.754, -0.885, -0.760], [1.183, 1.141, 0.125]], "lowdin_charge": [-0.05, -0.22, -0.82, 0.73, 0.14, 0.09, 0.09, 0.04]}

***

3.
{"formula": "C2H4OS", "method": "wB97M-V/def2-TZVPD", "gap_ev": 9.974, "spin_multiplicity": 1, "homo_ev": -9.55, "species": ["C", "C", "O", "S", "H", "H", "H", "H"], "coordinates": [[-0.407, 0.318, 1.431], [0.005, 0.450, 0.178], [1.097, -0.136, -0.404], [1.028, -0.520, -1.945], [-1.420, 0.763, 1.759], [0.271, -0.154, 2.111], [-0.755, 0.959, -1.374], [0.182, -1.679, -1.757]], "lowdin_charge": [-0.03, -0.35, -0.67, 0.76, 0.09, 0.05, 0.18, -0.05]}

***

Winner for stability: 1